No. 1
This record from OMol25 describes a cluster of 2 separate species, C4H11OS in total. The level of theory is ωB97M-V/def2-TZVPD.

* net charge: -1
* E: -632.4129 Eh
* molecular weight: 107.2 g mol⁻¹
* energy relative to the best compared isomer or geometry (same formula, charge and spin): 131.59 kJ/mol
* 2S+1: 1
* Kohn-Sham gap: 6.41 eV
* HOMO energy: -2.9 eV
* maximum force: 0.4 eV/Å

Last columns: bonded neighbours and bond lengths (Å).
Atoms and positions in Å:
1 C -2.3068 0.6239 0.8054  S2 1.810, H4 1.119, H5 1.090, H6 1.090
2 S -2.0055 2.2814 0.1432  C1 1.810, C3 1.810
3 C -0.8598 1.8922 -1.2030  S2 1.810, H7 1.088, H8 1.089, H9 1.089
4 H -1.4423 -0.0388 0.5508  C1 1.119
5 H -3.2293 0.2145 0.3946  C1 1.090
6 H -2.4077 0.6779 1.8889  C1 1.090
7 H -0.3343 2.8168 -1.4334  C3 1.088
8 H -0.1688 1.1123 -0.8870  C3 1.089
9 H -1.4071 1.5930 -2.0957  C3 1.089
10 C 1.0991 -1.5426 0.5671  O11 1.355, C12 1.536, H13 1.121, H14 1.118
11 O 0.0815 -0.9004 -0.0556  C10 1.355
12 C 2.4599 -1.2610 -0.0867  C10 1.536, H15 1.099, H16 1.094, H17 1.088
13 H 0.9700 -2.6564 0.5513  C10 1.121
14 H 1.1898 -1.2812 1.6498  C10 1.118
15 H 3.2985 -1.7463 0.4321  C12 1.099
16 H 2.6337 -0.1814 -0.1026  C12 1.094
17 H 2.4290 -1.6037 -1.1194  C12 1.088

Need the Löwdin charges? In units of e they are: -0.449, 0.655, -0.446, -0.002, 0.011, 0.011, 0.008, 0.001, 0.020, -0.570, -0.367, -0.156, 0.070, 0.074, 0.043, 0.050, 0.046

=====

No. 2
This record from OMol25 describes a cluster of 2 separate species, C4H11P3 in total. The level of theory is ωB97M-V/def2-TZVPD.

* E: -1182.8204 Eh
* molecular weight: 152.1 g mol⁻¹
* energy relative to the best compared isomer or geometry (same formula, charge and spin): 452.49 kJ/mol
* 2S+1: 1
* Kohn-Sham gap (spin up / spin down): 8.18 / 7.70 eV
* HOMO energy (spin up / spin down): -8.0 / -8.2 eV
* maximum force: 3.8 eV/Å

Last columns: bonded neighbours and bond lengths (Å).
Atoms and positions in Å:
1 C 1.2009 -0.7474 0.2588  P5 1.630, P6 1.850
2 C 3.4350 -2.3232 -0.1198  H8 1.074, H9 1.041, H10 1.022
3 C -2.4959 1.3149 -1.5800  P7 1.833, H11 1.140, H12 1.100, H13 1.088
4 C -0.1314 1.6976 0.0757  P5 1.927, P7 1.803, H14 1.078, H15 1.187
5 P 1.4034 0.6829 -0.4970  C1 1.630, C4 1.927
6 P -0.0252 -1.3630 1.5001  C1 1.850, H16 1.443, H17 1.415
7 P -1.6552 0.7430 -0.0542  C3 1.833, C4 1.803, H18 1.475
8 H 2.8991 -2.8219 -0.9060  C2 1.074
9 H 4.2993 -1.7492 -0.2003  C2 1.041
10 H 3.1125 -2.7153 0.7674  C2 1.022
11 H -3.5659 0.9322 -1.6763  C3 1.140
12 H -1.9470 1.1329 -2.5159  C3 1.100
13 H -2.5764 2.3994 -1.5947  C3 1.088
14 H 0.0635 1.9855 1.0959  C4 1.078
15 H -0.1425 2.5739 -0.7246  C4 1.187
16 H -0.9306 -2.1454 0.6934  P6 1.443
17 H 0.8145 -2.4824 1.7097  P6 1.415
18 H -2.1857 1.8033 0.8225  P7 1.475

Need the Löwdin charges? In units of e they are: -0.804, 0.093, -0.389, -0.748, 0.728, 0.626, 0.700, -0.005, -0.020, -0.065, 0.053, 0.031, 0.015, 0.008, 0.061, -0.114, -0.145, -0.025

=====

No. 3
This record from OMol25 describes an isolated molecule of C4H11PS2. The level of theory is ωB97M-V/def2-TZVPD.

* SMILES: C=S(C)#S#P(C)C
* E: -1296.6197 Eh
* molecular weight: 154.2 g mol⁻¹
* energy relative to the best compared isomer or geometry (same formula, charge and spin): 316.16 kJ/mol
* 2S+1: 1
* Kohn-Sham gap (spin up / spin down): 7.22 / 7.21 eV
* HOMO energy (spin up / spin down): -7.4 / -7.4 eV
* maximum force: 3.9 eV/Å

Last columns: bonded neighbours and bond lengths (Å).
Atoms and positions in Å:
1 C 0.3367 -2.4639 1.7263  S2 1.606, H8 1.116, H9 1.060
2 S 0.6458 -0.9086 1.9827  C1 1.606, C3 1.843, S4 2.483
3 C -0.6365 -0.3076 3.1616  S2 1.843, H10 1.067, H11 1.133, H12 1.079
4 S -0.6888 0.1333 0.1665  S2 2.483, P5 2.190
5 P 0.9401 0.6414 -1.2061  S4 2.190, C6 1.802, C7 1.817
6 C 0.2410 2.2376 -1.6668  P5 1.802, H13 1.142, H14 1.090, H15 1.053
7 C 0.2991 -0.0308 -2.7682  P5 1.817, H16 1.044, H17 1.152, H18 1.073
8 H -0.5558 -3.0018 2.1243  C1 1.116
9 H 1.0047 -2.9826 1.0879  C1 1.060
10 H -1.3909 0.1212 2.5407  C3 1.067
11 H -0.1649 0.5845 3.6764  C3 1.133
12 H -1.0121 -1.1958 3.6465  C3 1.079
13 H 0.3066 2.9616 -0.7863  C6 1.142
14 H 1.0584 2.4746 -2.3474  C6 1.090
15 H -0.7319 2.1987 -2.0674  C6 1.053
16 H 0.5819 -1.0232 -2.9258  C7 1.044
17 H -0.8281 0.1663 -2.6368  C7 1.152
18 H 0.5948 0.3951 -3.7080  C7 1.073

Need the Löwdin charges? In units of e they are: -0.451, 0.701, -0.327, 0.154, 0.503, -0.448, -0.400, 0.043, -0.007, -0.040, 0.075, 0.041, 0.056, 0.018, 0.008, -0.005, 0.046, 0.032

=====

No. 4
This record from OMol25 describes a cluster of 2 separate species, C4H12 in total. The level of theory is ωB97M-V/def2-TZVPD.

* net charge: -1
* E: -159.5088 Eh
* molecular weight: 60.1 g mol⁻¹
* energy relative to the best compared isomer or geometry (same formula, charge and spin): 56.05 kJ/mol
* 2S+1: 2
* <S²>: 0.75
* Kohn-Sham gap (spin up / spin down): 2.76 / 12.27 eV
* HOMO energy (spin up / spin down): 1.6 / -7.7 eV
* maximum force: 1.7 eV/Å

Last columns: bonded neighbours and bond lengths (Å).
Atoms and positions in Å:
1 C -1.7009 -0.6701 2.0663  C2 1.546, H3 1.097, H4 1.079, H5 1.097
2 C -0.2317 -0.9740 1.6947  C1 1.546, H6 1.097, H7 1.080, H8 1.088
3 H -2.3181 -0.8726 1.1821  C1 1.097
4 H -2.1815 -1.1501 2.9051  C1 1.079
5 H -1.7661 0.4134 2.2269  C1 1.097
6 H -0.2785 -1.6210 0.8094  C2 1.097
7 H 0.3207 -0.0876 1.4180  C2 1.080
8 H 0.2853 -1.6286 2.3926  C2 1.088
9 C 0.6530 1.1338 -2.5093  C10 1.551, H11 1.089, H12 1.099, H13 1.088
10 C 1.2922 0.5347 -1.2294  C9 1.551, H14 1.098, H15 1.087, H16 1.087
11 H 0.2780 2.1305 -2.2827  C9 1.089
12 H 1.4043 1.1816 -3.3100  C9 1.099
13 H -0.0867 0.5043 -2.9998  C9 1.088
14 H 1.2298 1.2934 -0.4377  C10 1.098
15 H 0.6859 -0.3242 -0.9518  C10 1.087
16 H 2.3516 0.3015 -1.3031  C10 1.087

Need the Löwdin charges? In units of e they are: -0.325, -0.289, 0.019, 0.026, 0.024, 0.020, 0.024, 0.037, -0.364, -0.311, 0.023, 0.029, 0.014, 0.022, 0.019, 0.033

=====

No. 5
This record from OMol25 describes a cluster of 2 separate species, C4H12 in total. The level of theory is ωB97M-V/def2-TZVPD.

* net charge: -1
* E: -159.5126 Eh
* molecular weight: 60.1 g mol⁻¹
* energy relative to the best compared isomer or geometry (same formula, charge and spin): 45.97 kJ/mol
* 2S+1: 2
* <S²>: 0.75
* Kohn-Sham gap (spin up / spin down): 2.78 / 12.01 eV
* HOMO energy (spin up / spin down): 1.5 / -7.5 eV
* maximum force: 1.5 eV/Å

Last columns: bonded neighbours and bond lengths (Å).
Atoms and positions in Å:
1 C -1.1609 1.1650 0.1606  C2 1.540, H3 1.099, H4 1.089, H5 1.089
2 C -2.6801 1.2684 -0.0668  C1 1.540, H6 1.093, H7 1.083, H8 1.098
3 H -0.6554 1.6268 -0.6988  C1 1.099
4 H -0.8282 1.7148 1.0391  C1 1.089
5 H -0.9450 0.0978 0.1713  C1 1.089
6 H -3.1772 1.5658 0.8596  C2 1.093
7 H -3.1178 0.4269 -0.5905  C2 1.083
8 H -2.9853 2.0499 -0.7759  C2 1.098
9 C 1.9839 -1.9758 -0.1878  C10 1.547, H11 1.092, H12 1.094, H13 1.084
10 C 1.9083 -0.4613 0.1186  C9 1.547, H14 1.090, H15 1.095, H16 1.091
11 H 2.9486 -2.2742 -0.6027  C9 1.092
12 H 1.8753 -2.5178 0.7563  C9 1.094
13 H 1.1744 -2.2199 -0.8668  C9 1.084
14 H 1.5672 0.2063 -0.6724  C10 1.090
15 H 1.0525 -0.4023 0.7997  C10 1.095
16 H 2.8022 -0.1028 0.6302  C10 1.091

Need the Löwdin charges? In units of e they are: -0.387, -0.370, 0.026, 0.029, 0.018, 0.033, 0.023, 0.028, -0.298, -0.287, 0.034, 0.038, 0.022, 0.031, 0.019, 0.042

=====

No. 6
This record from OMol25 describes a cluster of 2 separate species, C4H12 in total. The level of theory is ωB97M-V/def2-TZVPD.

* net charge: -1
* E: -159.5159 Eh
* molecular weight: 60.1 g mol⁻¹
* energy relative to the best compared isomer or geometry (same formula, charge and spin): 37.33 kJ/mol
* 2S+1: 2
* <S²>: 0.75
* Kohn-Sham gap (spin up / spin down): 2.82 / 12.50 eV
* HOMO energy (spin up / spin down): 1.5 / -8.0 eV
* maximum force: 1.5 eV/Å

Last columns: bonded neighbours and bond lengths (Å).
Atoms and positions in Å:
1 C 0.5711 1.4262 2.1419  C2 1.533, H3 1.091, H4 1.092, H5 1.088
2 C 1.0712 2.4171 1.0849  C1 1.533, H6 1.091, H7 1.087, H8 1.098
3 H 1.3408 0.8138 2.6150  C1 1.091
4 H 0.0597 1.9346 2.9613  C1 1.092
5 H -0.1296 0.7471 1.6604  C1 1.088
6 H 2.1429 2.5598 0.9405  C2 1.091
7 H 0.6509 2.1505 0.1184  C2 1.087
8 H 0.8032 3.4490 1.3463  C2 1.098
9 C -0.4038 -2.5405 -1.8934  C10 1.558, H11 1.079, H12 1.084, H13 1.096
10 C -1.1789 -1.3420 -1.2691  C9 1.558, H14 1.088, H15 1.083, H16 1.063
11 H 0.6541 -2.3321 -1.9438  C9 1.079
12 H -0.6935 -3.4722 -1.4206  C9 1.084
13 H -0.7642 -2.6405 -2.9236  C9 1.096
14 H -2.0735 -1.7514 -0.8040  C10 1.088
15 H -1.4382 -0.6368 -2.0493  C10 1.083
16 H -0.6123 -0.7826 -0.5649  C10 1.063

Need the Löwdin charges? In units of e they are: -0.333, -0.331, 0.031, 0.035, 0.019, 0.033, 0.016, 0.038, -0.299, -0.345, 0.020, 0.033, 0.035, 0.027, 0.016, 0.004

=====

No. 7
This record from OMol25 describes a cluster of 2 separate species, C4H12 in total. The level of theory is ωB97M-V/def2-TZVPD.

* net charge: -1
* E: -159.5241 Eh
* molecular weight: 60.1 g mol⁻¹
* energy relative to the best compared isomer or geometry (same formula, charge and spin): 16.01 kJ/mol
* 2S+1: 2
* <S²>: 0.75
* Kohn-Sham gap (spin up / spin down): 2.75 / 12.53 eV
* HOMO energy (spin up / spin down): 1.6 / -8.0 eV
* maximum force: 1.0 eV/Å

Last columns: bonded neighbours and bond lengths (Å).
Atoms and positions in Å:
1 C -0.5990 2.8301 0.1040  C2 1.534, H3 1.089, H4 1.087, H5 1.086
2 C -1.3493 1.5883 -0.3932  C1 1.534, H6 1.096, H7 1.086, H8 1.081
3 H -1.2943 3.6025 0.4307  C1 1.089
4 H 0.0583 2.5564 0.9254  C1 1.087
5 H 0.0236 3.2430 -0.6838  C1 1.086
6 H -2.3031 1.8642 -0.8576  C2 1.096
7 H -1.6226 0.9587 0.4480  C2 1.086
8 H -0.7851 1.0479 -1.1400  C2 1.081
9 C 1.5435 -2.6336 0.4066  C10 1.530, H11 1.093, H12 1.087, H13 1.099
10 C 0.4032 -1.7608 -0.1205  C9 1.530, H14 1.093, H15 1.090, H16 1.094
11 H 1.1817 -3.3765 1.1216  C9 1.093
12 H 2.0494 -3.1685 -0.3935  C9 1.087
13 H 2.3356 -2.0844 0.9353  C9 1.099
14 H -0.4716 -2.3981 -0.2703  C10 1.093
15 H 0.1952 -0.9528 0.5808  C10 1.090
16 H 0.6345 -1.3164 -1.0935  C10 1.094

Need the Löwdin charges? In units of e they are: -0.316, -0.299, 0.037, 0.020, 0.031, 0.039, 0.025, 0.026, -0.355, -0.369, 0.033, 0.029, 0.030, 0.029, 0.021, 0.020